147
Properties=species:S:1:pos:R:3:lowdin_charge:R:1 method="wB97M-V/def2-TZVPD" gap_ev=7.5 lumo_ev=-1.4 homo_ev=-8.882 largest_force_ha_per_bohr=0.0892
Cs -2.762 -1.830 -2.033 0.98
Cl 0.211 -0.040 0.443 0.64
O 0.813 1.194 -0.006 -0.34
O -1.230 0.007 0.433 -0.41
O 0.603 -1.119 -0.436 -0.38
O 0.608 -0.390 1.788 -0.35
C 1.276 -6.749 -3.599 -0.07
C 0.308 -6.613 -2.418 -0.30
O 0.132 -5.263 -2.080 -0.11
H 0.880 -6.426 -4.562 0.07
H 1.476 -7.818 -3.677 0.08
H 2.233 -6.252 -3.443 0.06
H 0.716 -7.063 -1.513 0.11
H -0.673 -7.056 -2.592 0.12
H 1.005 -4.867 -2.127 0.05
C -4.529 2.624 0.640 -0.05
C -4.326 1.524 -0.401 -0.32
O -3.489 1.918 -1.435 -0.11
H -3.624 2.772 1.229 0.07
H -5.213 2.297 1.423 0.08
H -4.950 3.564 0.282 0.08
H -5.302 1.319 -0.842 0.11
H -3.911 0.605 0.013 0.09
H -3.666 1.349 -2.188 0.04
C -6.452 -2.934 0.681 -0.07
C -6.695 -2.345 -0.677 -0.31
O -5.687 -1.378 -0.898 -0.19
H -7.423 -3.308 1.007 0.08
H -6.221 -2.109 1.354 0.09
H -5.716 -3.736 0.737 0.08
H -7.713 -1.959 -0.738 0.12
H -6.560 -3.067 -1.482 0.11
H -5.777 -0.933 -1.744 0.06
C 3.810 -5.309 -1.233 -0.07
C 3.322 -4.076 -0.566 -0.27
O 2.410 -3.431 -1.499 -0.11
H 4.226 -5.152 -2.229 0.09
H 3.023 -6.055 -1.353 0.06
H 4.547 -5.716 -0.541 0.09
H 4.119 -3.442 -0.176 0.12
H 2.826 -4.315 0.375 0.10
H 1.939 -2.714 -1.067 0.05
C 4.667 -0.260 -1.525 -0.08
C 4.229 -0.503 -2.920 -0.32
O 4.090 -1.891 -3.186 -0.11
H 5.646 -0.680 -1.292 0.09
H 3.851 -0.415 -0.820 0.07
H 4.821 0.818 -1.585 0.07
H 5.027 -0.214 -3.604 0.11
H 3.307 -0.031 -3.262 0.10
H 3.369 -2.312 -2.712 0.02
C 3.965 2.709 1.641 -0.75
O 4.985 3.331 1.951 0.00
N 3.377 2.984 0.524 0.17
N 3.321 1.754 2.322 0.18
H 2.457 2.648 0.278 0.07
H 3.857 3.638 -0.078 0.10
H 2.532 1.276 1.909 0.07
H 3.728 1.615 3.236 0.11
C -0.911 2.711 -3.995 -0.80
O -0.174 3.340 -4.692 0.06
N -0.585 2.093 -2.884 0.20
N -2.155 2.531 -4.356 0.17
H 0.326 2.374 -2.549 0.10
H -1.334 1.830 -2.260 0.07
H -2.782 1.972 -3.796 0.07
H -2.469 2.828 -5.269 0.12
C -2.096 5.502 -0.271 -0.77
O -1.661 6.504 0.304 0.00
N -1.493 4.357 -0.076 0.19
N -3.092 5.489 -1.107 0.18
H -0.840 4.264 0.689 0.08
H -1.914 3.520 -0.454 0.07
H -3.395 4.591 -1.457 0.08
H -3.608 6.322 -1.349 0.12
C -0.396 -4.562 1.063 -0.06
C -1.879 -4.401 0.879 -0.47
C -2.480 -3.202 1.694 0.00
O -2.091 -4.314 -0.510 -0.20
H -0.099 -4.119 2.013 0.08
H 0.118 -3.821 0.450 0.07
H 0.011 -5.569 0.971 0.09
H -2.224 -5.401 1.141 0.13
H -1.796 -2.356 1.622 0.07
H -2.730 -3.403 2.736 0.09
H -3.374 -3.018 1.099 0.05
H -1.533 -4.928 -0.993 0.05
C 2.092 -1.106 4.667 -0.06
C 2.488 -2.559 4.537 -0.49
C 3.039 -2.935 3.176 -0.05
O 3.497 -2.539 5.495 -0.06
H 1.169 -0.892 4.128 0.05
H 2.860 -0.453 4.253 0.07
H 1.855 -0.821 5.692 0.08
H 1.797 -3.320 4.900 0.14
H 3.885 -2.333 2.844 0.09
H 2.247 -2.840 2.434 0.06
H 3.200 -4.013 3.168 0.08
H 4.356 -2.474 5.070 0.09
C 1.210 -0.329 -5.571 -0.04
C 0.624 -1.729 -5.743 -0.47
C 1.100 -2.684 -4.596 -0.04
O -0.756 -1.589 -5.571 -0.07
H 1.161 0.171 -4.604 0.07
H 0.690 0.350 -6.247 0.08
H 2.249 -0.261 -5.894 0.09
H 0.876 -2.177 -6.704 0.14
H 0.652 -3.677 -4.633 0.06
H 0.856 -2.242 -3.630 0.07
H 2.174 -2.851 -4.686 0.08
H -1.101 -2.372 -6.005 0.09
C -1.327 1.188 6.246 -0.03
C -2.592 0.867 5.414 -0.53
C -2.437 0.021 4.145 -0.03
O -3.455 0.189 6.244 -0.05
H -0.754 0.262 6.308 0.07
H -1.652 1.308 7.279 0.08
H -0.627 1.968 5.947 0.04
H -3.137 1.796 5.246 0.13
H -1.968 -0.924 4.420 0.08
H -1.825 0.599 3.453 0.06
H -3.467 -0.026 3.791 0.08
H -3.179 -0.720 6.382 0.09
C 2.105 5.012 -1.869 -0.04
C 2.587 6.276 -2.605 -0.50
C 1.454 6.987 -3.292 -0.06
O 3.288 7.138 -1.754 -0.03
H 1.629 5.222 -0.911 0.09
H 2.868 4.246 -1.732 0.05
H 1.320 4.499 -2.426 0.05
H 3.274 5.977 -3.396 0.13
H 0.565 7.122 -2.675 0.08
H 1.028 6.444 -4.135 0.08
H 1.668 7.982 -3.680 0.08
H 4.079 6.664 -1.488 0.09
C -1.340 3.985 4.107 -0.05
C 0.029 4.173 3.520 -0.44
C 1.056 3.391 4.368 -0.06
O 0.123 3.511 2.281 -0.08
H -1.817 3.028 3.898 0.06
H -2.024 4.669 3.605 0.08
H -1.359 4.274 5.158 0.09
H 0.335 5.210 3.381 0.15
H 2.078 3.611 4.060 0.07
H 0.950 2.339 4.102 0.07
H 1.100 3.526 5.449 0.08
H 0.069 2.553 2.311 0.07



13
Properties=species:S:1:pos:R:3:lowdin_charge:R:1 method="wB97M-V/def2-TZVPD" gap_ev=10.1 total_charge=+1 relative_energy_kj_mol=447.9 lumo_ev=-4.7 homo_ev=-14.732 largest_force_ha_per_bohr=0.1051
C -0.405 -1.164 0.480 0.07
C 0.052 -0.702 -0.873 -0.37
C 0.262 1.294 0.456 0.00
N 0.611 -0.111 0.281 -0.05
O 0.805 -1.315 -1.738 0.08
H -1.345 -0.912 0.851 0.12
H -0.088 -2.089 0.774 0.12
H -1.047 0.348 -1.881 0.29
H 0.528 1.625 1.447 0.12
H 0.829 1.902 -0.195 0.10
H -0.741 1.429 0.133 0.08
H 1.591 -0.145 0.680 0.24
H 0.396 -1.757 -2.545 0.19